Here is a cluster of 8 separate species, C72H152N8O8 in total at a distorted geometry from the Open Molecules 2025 dataset. Energies are from ωB97M-V with the def2-TZVPD basis set.

Computed properties:
HOMO level = -7.7689 eV
energy relative to the best compared isomer or geometry (same formula, charge and spin) = 792.27 kJ/mol
SMILES = CC1(C)CCCC(C)(C)N1O.CC1(C)CCCC(C)(C)N1O.CC1(C)CCCC(C)(C)N1O.CC1(C)CCCC(C)(C)N1O.CC1(C)CCCC(C)(C)N1O.CC1(C)CCCC(C)(C)N1O.CC1(C)CCCC(C)(C)N1O.CC1(C)CCCC(C)(C)N1O
HOMO-LUMO gap = 8.24 eV
M = 1258.1 g/mol
LUMO = 0.473 eV
total energy = -105414.11551 eV

Last columns: bonded neighbours and bond lengths (Å).
CARTESIAN COORDINATES (ANGSTROEM)
1 C 15.749 -12.574 10.787  C2 1.569, H12 1.090, H13 1.090, H14 1.090
2 C 14.209 -12.789 10.994  C1 1.569, C3 1.552, C4 1.563, N10 1.514
3 C 13.539 -11.656 11.816  C2 1.552, H15 1.090, H16 1.090, H17 1.090
4 C 13.540 -12.731 9.583  C2 1.563, C5 1.484, H18 1.090, H19 1.090
5 C 12.278 -13.502 9.463  C4 1.484, C6 1.534, H20 1.090, H21 1.090
6 C 12.471 -14.958 9.906  C5 1.534, C7 1.549, H22 1.090, H23 1.090
7 C 12.922 -15.059 11.384  C6 1.549, C8 1.541, C9 1.562, N10 1.457
8 C 11.742 -14.857 12.355  C7 1.541, H24 1.090, H25 1.090, H26 1.090
9 C 13.427 -16.510 11.662  C7 1.562, H27 1.090, H28 1.090, H29 1.090
10 N 13.960 -14.093 11.721  C2 1.514, C7 1.457, O11 1.374
11 O 14.767 -14.345 12.803  N10 1.374, H30 0.960
12 H 16.206 -13.493 10.419  C1 1.090
13 H 16.003 -11.822 10.039  C1 1.090
14 H 16.332 -12.375 11.686  C1 1.090
15 H 13.905 -11.627 12.843  C3 1.090
16 H 13.602 -10.698 11.299  C3 1.090
17 H 12.491 -11.884 12.009  C3 1.090
18 H 13.279 -11.703 9.335  C4 1.090
19 H 14.280 -12.955 8.814  C4 1.090
20 H 11.565 -12.936 10.061  C5 1.090
21 H 11.777 -13.384 8.502  C5 1.090
22 H 13.220 -15.487 9.318  C6 1.090
23 H 11.593 -15.553 9.656  C6 1.090
24 H 11.305 -13.870 12.203  C8 1.090
25 H 12.047 -14.889 13.401  C8 1.090
26 H 10.927 -15.566 12.204  C8 1.090
27 H 14.337 -16.714 11.097  C9 1.090
28 H 12.680 -17.217 11.303  C9 1.090
29 H 13.592 -16.665 12.728  C9 1.090
30 H 14.395 -13.858 13.543  O11 0.960
31 C 11.052 -9.335 9.874  C32 1.622, H42 1.090, H43 1.090, H44 1.090
32 C 11.838 -8.075 9.222  C31 1.622, C33 1.553, C34 1.537, N40 1.509
33 C 13.190 -8.594 8.659  C32 1.553, H45 1.090, H46 1.090, H47 1.090
34 C 11.043 -7.478 8.049  C32 1.537, C35 1.565, H48 1.090, H49 1.090
35 C 9.720 -6.731 8.426  C34 1.565, C36 1.579, H50 1.090, H51 1.090
36 C 10.113 -5.485 9.314  C35 1.579, C37 1.502, H52 1.090, H53 1.090
37 C 10.901 -5.890 10.527  C36 1.502, C38 1.556, C39 1.553, N40 1.521
38 C 11.489 -4.554 11.064  C37 1.556, H54 1.090, H55 1.090, H56 1.090
39 C 9.891 -6.383 11.598  C37 1.553, H57 1.090, H58 1.090, H59 1.090
40 N 11.986 -6.881 10.133  C32 1.509, C37 1.521, O41 1.419
41 O 12.863 -7.196 11.203  N40 1.419, H60 0.960
42 H 9.984 -9.153 9.998  C31 1.090
43 H 11.018 -10.311 9.391  C31 1.090
44 H 11.372 -9.636 10.871  C31 1.090
45 H 13.798 -7.901 8.077  C33 1.090
46 H 13.779 -8.802 9.553  C33 1.090
47 H 13.227 -9.523 8.091  C33 1.090
48 H 11.714 -6.949 7.373  C34 1.090
49 H 10.761 -8.397 7.534  C34 1.090
50 H 9.218 -6.379 7.525  C35 1.090
51 H 8.935 -7.327 8.891  C35 1.090
52 H 9.220 -4.897 9.526  C36 1.090
53 H 10.769 -4.881 8.688  C36 1.090
54 H 10.766 -3.747 11.185  C38 1.090
55 H 12.233 -4.166 10.368  C38 1.090
56 H 12.089 -4.684 11.965  C38 1.090
57 H 9.245 -7.203 11.283  C39 1.090
58 H 9.200 -5.644 12.005  C39 1.090
59 H 10.424 -6.665 12.506  C39 1.090
60 H 13.667 -6.828 10.829  O41 0.960
61 C 13.838 -16.512 1.095  C62 1.547, H72 1.090, H73 1.090, H74 1.090
62 C 14.401 -17.816 1.708  C61 1.547, C63 1.568, C64 1.537, N70 1.545
63 C 15.842 -17.530 2.252  C62 1.568, H75 1.090, H76 1.090, H77 1.090
64 C 13.477 -18.197 2.876  C62 1.537, C65 1.501, H78 1.090, H79 1.090
65 C 12.135 -18.723 2.456  C64 1.501, C66 1.544, H80 1.090, H81 1.090
66 C 12.375 -19.893 1.478  C65 1.544, C67 1.558, H82 1.090, H83 1.090
67 C 13.352 -19.685 0.282  C66 1.558, C68 1.571, C69 1.532, N70 1.458
68 C 13.783 -21.129 -0.164  C67 1.571, H84 1.090, H85 1.090, H86 1.090
69 C 12.542 -19.075 -0.867  C67 1.532, H87 1.090, H88 1.090, H89 1.090
70 N 14.536 -18.903 0.618  C62 1.545, C67 1.458, O71 1.335
71 O 15.361 -18.576 -0.380  N70 1.335, H90 0.960
72 H 12.968 -16.817 0.514  C61 1.090
73 H 13.520 -15.776 1.834  C61 1.090
74 H 14.399 -16.038 0.290  C61 1.090
75 H 15.875 -17.004 3.206  C63 1.090
76 H 16.417 -18.439 2.432  C63 1.090
77 H 16.504 -16.885 1.674  C63 1.090
78 H 13.939 -18.885 3.584  C64 1.090
79 H 13.395 -17.301 3.491  C64 1.090
80 H 11.596 -19.078 3.334  C65 1.090
81 H 11.526 -17.933 2.017  C65 1.090
82 H 11.389 -20.067 1.048  C66 1.090
83 H 12.705 -20.760 2.050  C66 1.090
84 H 14.831 -21.428 -0.141  C68 1.090
85 H 13.396 -21.396 -1.148  C68 1.090
86 H 13.308 -21.914 0.424  C68 1.090
87 H 12.051 -18.152 -0.561  C69 1.090
88 H 11.791 -19.761 -1.258  C69 1.090
89 H 13.129 -18.917 -1.772  C69 1.090
90 H 16.217 -18.936 -0.135  O71 0.960
91 C 16.039 -12.396 -1.072  C92 1.538, H102 1.090, H103 1.090, H104 1.090
92 C 15.057 -11.530 -0.263  C91 1.538, C93 1.547, C94 1.550, N100 1.458
93 C 13.858 -12.432 0.115  C92 1.547, H105 1.090, H106 1.090, H107 1.090
94 C 15.712 -11.092 1.071  C92 1.550, C95 1.577, H108 1.090, H109 1.090
95 C 16.833 -10.045 0.708  C94 1.577, C96 1.498, H110 1.090, H111 1.090
96 C 16.291 -8.839 0.004  C95 1.498, C97 1.534, H112 1.090, H113 1.090
97 C 15.394 -9.136 -1.205  C96 1.534, C98 1.574, C99 1.576, N100 1.482
98 C 14.396 -7.929 -1.351  C97 1.574, H114 1.090, H115 1.090, H116 1.090
99 C 16.280 -9.393 -2.482  C97 1.576, H117 1.090, H118 1.090, H119 1.090
100 N 14.583 -10.358 -0.987  C92 1.458, C97 1.482, O101 1.391
101 O 13.756 -10.630 -2.073  N100 1.391, H120 0.960
102 H 16.839 -12.597 -0.360  C91 1.090
103 H 15.539 -13.295 -1.433  C91 1.090
104 H 16.501 -12.006 -1.979  C91 1.090
105 H 13.102 -11.797 0.576  C93 1.090
106 H 13.458 -12.901 -0.784  C93 1.090
107 H 14.143 -13.229 0.802  C93 1.090
108 H 14.918 -10.717 1.718  C94 1.090
109 H 16.260 -11.858 1.620  C94 1.090
110 H 17.309 -9.594 1.579  C95 1.090
111 H 17.582 -10.543 0.092  C95 1.090
112 H 17.219 -8.363 -0.315  C96 1.090
113 H 15.760 -8.306 0.793  C96 1.090
114 H 13.658 -7.953 -2.153  C98 1.090
115 H 14.895 -6.980 -1.546  C98 1.090
116 H 13.805 -7.793 -0.445  C98 1.090
117 H 17.251 -9.882 -2.399  C99 1.090
118 H 16.518 -8.385 -2.821  C99 1.090
119 H 15.814 -9.971 -3.280  C99 1.090
120 H 12.972 -10.079 -2.012  O101 0.960
121 C 16.543 -11.987 4.340  C122 1.585, H132 1.090, H133 1.090, H134 1.090
122 C 15.890 -12.070 5.782  C121 1.585, C123 1.566, C124 1.565, N130 1.552
123 C 16.000 -10.683 6.500  C122 1.566, H135 1.090, H136 1.090, H137 1.090
124 C 14.383 -12.397 5.512  C122 1.565, C125 1.569, H138 1.090, H139 1.090
125 C 13.991 -13.840 5.035  C124 1.569, C126 1.536, H140 1.090, H141 1.090
126 C 14.531 -14.972 5.921  C125 1.536, C127 1.614, H142 1.090, H143 1.090
127 C 16.083 -14.686 6.262  C126 1.614, C128 1.552, C129 1.503, N130 1.486
128 C 16.396 -15.487 7.553  C127 1.552, H144 1.090, H145 1.090, H146 1.090
129 C 16.941 -15.259 5.170  C127 1.503, H147 1.090, H148 1.090, H149 1.090
130 N 16.435 -13.279 6.587  C122 1.552, C127 1.486, O131 1.372
131 O 17.635 -13.006 7.194  N130 1.372, H150 0.960
132 H 16.324 -12.888 3.767  C121 1.090
133 H 16.172 -11.173 3.717  C121 1.090
134 H 17.591 -11.689 4.391  C121 1.090
135 H 15.763 -9.918 5.761  C123 1.090
136 H 15.323 -10.552 7.344  C123 1.090
137 H 16.905 -10.431 7.055  C123 1.090
138 H 13.751 -12.117 6.354  C124 1.090
139 H 14.119 -11.743 4.681  C124 1.090
140 H 12.918 -13.901 4.855  C125 1.090
141 H 14.435 -13.941 4.045  C125 1.090
142 H 14.385 -15.871 5.322  C126 1.090
143 H 13.970 -15.123 6.843  C126 1.090
144 H 17.252 -16.151 7.676  C128 1.090
145 H 15.662 -16.251 7.812  C128 1.090
146 H 16.411 -14.991 8.523  C128 1.090
147 H 16.710 -14.752 4.233  C129 1.090
148 H 16.613 -16.298 5.171  C129 1.090
149 H 18.002 -15.128 5.384  C129 1.090
150 H 17.450 -13.002 8.136  O131 0.960
151 C 22.729 -10.835 2.462  C152 1.591, H162 1.090, H163 1.090, H164 1.090
152 C 21.322 -11.291 3.049  C151 1.591, C153 1.568, C154 1.565, N160 1.494
153 C 20.945 -10.430 4.304  C152 1.568, H165 1.090, H166 1.090, H167 1.090
154 C 20.107 -10.958 2.120  C152 1.565, C155 1.514, H168 1.090, H169 1.090
155 C 20.060 -12.005 1.027  C154 1.514, C156 1.506, H170 1.090, H171 1.090
156 C 19.954 -13.364 1.667  C155 1.506, C157 1.543, H172 1.090, H173 1.090
157 C 21.185 -13.769 2.504  C156 1.543, C158 1.512, C159 1.513, N160 1.478
158 C 20.783 -15.035 3.226  C157 1.512, H174 1.090, H175 1.090, H176 1.090
159 C 22.281 -14.098 1.514  C157 1.513, H177 1.090, H178 1.090, H179 1.090
160 N 21.422 -12.709 3.507  C152 1.494, C157 1.478, O161 1.360
161 O 22.474 -13.068 4.291  N160 1.360, H180 0.960
162 H 22.894 -11.262 1.473  C151 1.090
163 H 22.865 -9.754 2.498  C151 1.090
164 H 23.596 -11.159 3.038  C151 1.090
165 H 20.004 -10.755 4.747  C153 1.090
166 H 21.634 -10.708 5.101  C153 1.090
167 H 20.793 -9.385 4.036  C153 1.090
168 H 19.121 -10.886 2.579  C154 1.090
169 H 20.302 -10.017 1.606  C154 1.090
170 H 19.127 -11.907 0.472  C155 1.090
171 H 20.859 -11.903 0.293  C155 1.090
172 H 19.694 -14.083 0.890  C156 1.090
173 H 19.024 -13.317 2.234  C156 1.090
174 H 21.467 -15.278 4.040  C158 1.090
175 H 20.564 -15.886 2.581  C158 1.090
176 H 19.857 -14.902 3.785  C158 1.090
177 H 23.264 -14.042 1.982  C159 1.090
178 H 22.301 -13.440 0.646  C159 1.090
179 H 22.196 -15.128 1.166  C159 1.090
180 H 22.064 -13.231 5.143  O161 0.960
181 C 23.563 -18.831 9.950  C182 1.571, H192 1.090, H193 1.090, H194 1.090
182 C 23.332 -17.885 8.717  C181 1.571, C183 1.519, C184 1.561, N190 1.518
183 C 24.716 -17.520 8.210  C182 1.519, H195 1.090, H196 1.090, H197 1.090
184 C 22.526 -18.871 7.815  C182 1.561, C185 1.484, H198 1.090, H199 1.090
185 C 21.989 -18.120 6.654  C184 1.484, C186 1.480, H200 1.090, H201 1.090
186 C 21.093 -17.025 7.090  C185 1.480, C187 1.506, H202 1.090, H203 1.090
187 C 21.717 -16.003 8.003  C186 1.506, C188 1.556, C189 1.630, N190 1.470
188 C 22.689 -15.070 7.224  C187 1.556, H204 1.090, H205 1.090, H206 1.090
189 C 20.425 -15.253 8.656  C187 1.630, H207 1.090, H208 1.090, H209 1.090
190 N 22.394 -16.746 9.076  C182 1.518, C187 1.470, O191 1.372
191 O 22.951 -15.872 9.976  N190 1.372, H210 0.960
192 H 22.628 -19.142 10.415  C181 1.090
193 H 24.165 -19.709 9.716  C181 1.090
194 H 24.048 -18.277 10.754  C181 1.090
195 H 25.381 -18.383 8.189  C183 1.090
196 H 24.658 -17.200 7.170  C183 1.090
197 H 25.155 -16.667 8.727  C183 1.090
198 H 23.195 -19.606 7.368  C184 1.090
199 H 21.718 -19.471 8.235  C184 1.090
200 H 22.890 -17.742 6.171  C185 1.090
201 H 21.486 -18.688 5.871  C185 1.090
202 H 20.211 -17.440 7.576  C186 1.090
203 H 20.822 -16.434 6.215  C186 1.090
204 H 22.082 -14.207 6.952  C188 1.090
205 H 23.016 -15.507 6.280  C188 1.090
206 H 23.473 -14.747 7.908  C188 1.090
207 H 19.928 -15.872 9.402  C189 1.090
208 H 19.641 -14.864 8.005  C189 1.090
209 H 20.728 -14.497 9.380  C189 1.090
210 H 22.683 -16.194 10.840  O191 0.960
211 C 14.211 -20.392 9.264  C212 1.523, H222 1.090, H223 1.090, H224 1.090
212 C 14.427 -20.440 7.758  C211 1.523, C213 1.530, C214 1.570, N220 1.540
213 C 13.927 -19.167 7.071  C212 1.530, H225 1.090, H226 1.090, H227 1.090
214 C 15.967 -20.634 7.522  C212 1.570, C215 1.554, H228 1.090, H229 1.090
215 C 16.384 -21.162 6.121  C214 1.554, C216 1.569, H230 1.090, H231 1.090
216 C 15.675 -22.557 6.021  C215 1.569, C217 1.558, H232 1.090, H233 1.090
217 C 14.121 -22.468 6.078  C216 1.558, C218 1.542, C219 1.556, N220 1.449
218 C 13.574 -21.849 4.776  C217 1.542, H234 1.090, H235 1.090, H236 1.090
219 C 13.543 -23.902 6.259  C217 1.556, H237 1.090, H238 1.090, H239 1.090
220 N 13.732 -21.719 7.256  C212 1.540, C217 1.449, O221 1.434
221 O 12.330 -21.740 7.552  N220 1.434, H240 0.960
222 H 14.573 -19.428 9.620  C211 1.090
223 H 13.174 -20.419 9.601  C211 1.090
224 H 14.725 -21.178 9.818  C211 1.090
225 H 12.864 -18.997 7.243  C213 1.090
226 H 14.350 -18.229 7.432  C213 1.090
227 H 14.257 -19.181 6.032  C213 1.090
228 H 16.321 -19.603 7.525  C214 1.090
229 H 16.424 -21.137 8.373  C214 1.090
230 H 16.137 -20.584 5.230  C215 1.090
231 H 17.458 -21.305 6.237  C215 1.090
232 H 16.116 -23.291 6.696  C216 1.090
233 H 16.009 -23.050 5.107  C216 1.090
234 H 13.953 -22.460 3.957  C218 1.090
235 H 13.694 -20.779 4.608  C218 1.090
236 H 12.498 -21.990 4.672  C218 1.090
237 H 12.489 -23.884 5.981  C219 1.090
238 H 13.688 -24.396 7.219  C219 1.090
239 H 14.135 -24.580 5.644  C219 1.090
240 H 12.342 -22.520 8.111  O221 0.960